This record from the OMol25 dataset describes 2 unconnected molecules or ions with the total composition C4H2BrF2O2 at a distorted geometry. The level of theory is ωB97M-V with the def2-TZVPD basis set.

The calculation puts the molar mass at 199.96 g/mol. As for the HOMO-LUMO gap: 7.3254 eV. The max |F| is 2.864 eV Å⁻¹. The total energy comes out at -3077.850411 Ha. For the lowest unoccupied orbital energy, the calculation gives 3.463 eV. Its net charge is -1. The value obtained for the highest occupied orbital energy is -3.9 eV.

Cartesian coordinates (Å):
1 C -2.42 2.12 -0.12
2 C -0.17 -0.06 0.23
3 C -1.70 0.16 0.27
4 C -0.91 0.03 1.49
5 O -1.80 2.42 -1.07
6 O -3.09 2.24 0.82
7 F -0.81 1.06 2.45
8 F -0.76 -1.03 2.36
9 Br -2.71 -1.46 -0.29
10 H 0.03 -1.08 0.04
11 H 0.55 0.66 -0.13

Formally, the Löwdin partial charges of the atoms, in units of the elementary charge, are as follows:
1. C -0.614
2. C -0.120
3. C -0.585
4. C -0.581
5. O 0.089
6. O 0.108
7. F 0.012
8. F 0.011
9. Br 0.526
10. H 0.062
11. H 0.093